# C2H4O4S

One molecule with the formula C2H4O4S in a non-equilibrium geometry (wB97M-V/def2-TZVPD, OMol25).

```
11
Properties=species:S:1:pos:R:3:mulliken_charge:R:1
O 0.70 2.28 -0.14 -0.5628
S -0.23 1.23 -0.30 1.0046
O -1.64 1.60 -0.48 -0.5895
C -0.05 -0.26 0.61 -0.1173
O 1.01 -0.56 1.80 -0.5221
C 0.41 -0.43 -0.85 -0.2586
O -0.32 -1.21 -1.70 -0.4881
H -0.98 -0.80 0.79 0.3351
H 0.82 -0.02 2.54 0.3063
H 1.37 -0.32 -1.09 0.5540
H -1.10 -1.51 -1.18 0.3385
```

As for the energy above the lowest of the compared OMol25 structures with the same formula, charge and spin: 3.473 eV. For the gap between HOMO and LUMO, the calculation gives 0.3743 Eh. The SMILES is O=S1(=O)[C@H](O)[C@H]1O. The value obtained for the molecular weight is 124.12 g/mol. The calculation puts the HOMO energy at -9.9 eV.